(1)
Computed, not measured: a structure of composition C34H38CdN6O5S, with the ωB97M-V functional and the def2-TZVPD basis.

Computed properties:
E = -70456.8866 eV
Energy above the lowest of the compared OMol25 structures with the same formula, charge and spin = 0.0 kcal per mole
Orbital gap = 6.4 eV

```
! RIJCOSX wB97M-V def2-TZVPD def2/J DEFGRID3
* xyz -2 1
Cd -0.173 0.327 0.150
O 0.802 -0.380 2.195
C 0.169 0.032 3.230
C 0.872 0.632 4.319
C 0.240 1.082 5.455
C -1.143 0.946 5.610
C -1.855 0.353 4.582
C -1.255 -0.087 3.402
C -2.094 -0.764 2.422
N -1.754 -0.958 1.209
N -2.600 -1.727 0.437
C -1.936 -2.357 -0.515
O -0.695 -2.382 -0.720
C -2.824 -3.098 -1.487
C -2.235 -3.836 -2.507
C -3.014 -4.531 -3.422
C -4.398 -4.494 -3.328
C -4.994 -3.752 -2.314
C -4.214 -3.060 -1.401
H 1.945 0.739 4.200
H 0.827 1.552 6.238
H -1.643 1.293 6.506
H -2.930 0.224 4.680
H -3.047 -1.181 2.765
H -1.154 -3.836 -2.564
H -2.540 -5.098 -4.215
H -5.010 -5.031 -4.044
H -6.076 -3.709 -2.240
H -4.658 -2.472 -0.610
N 2.211 1.628 -2.668
C 2.769 0.629 -3.550
C 2.432 -0.791 -3.109
C 2.880 -1.179 -1.698
N 1.839 -0.965 -0.691
H 1.212 1.476 -2.524
H 2.339 2.567 -3.022
H 3.864 0.739 -3.546
H 2.454 0.726 -4.604
H 2.915 -1.463 -3.827
H 1.355 -0.964 -3.190
H 3.779 -0.616 -1.424
H 3.170 -2.240 -1.718
H 2.192 -1.109 0.252
H 1.098 -1.660 -0.811
O -0.579 4.237 -0.308
C -1.275 3.211 -0.375
O -1.360 2.307 0.515
C -2.175 3.048 -1.587
C -3.053 4.095 -1.844
C -3.966 4.049 -2.887
C -3.982 2.927 -3.706
C -3.095 1.890 -3.475
C -2.171 1.916 -2.419
S -1.066 0.552 -2.294
H -2.999 4.967 -1.203
H -4.650 4.873 -3.059
H -4.686 2.857 -4.529
H -3.103 1.016 -4.116
C -1.808 4.143 3.487
C -0.644 4.991 2.993
N 0.473 5.033 3.936
C 0.234 5.725 5.196
C 0.103 4.776 6.379
C 1.729 4.566 3.732
O 2.633 4.828 4.529
C 2.057 3.762 2.510
C 3.344 3.867 2.000
C 3.722 3.052 0.950
C 2.802 2.137 0.455
N 1.572 2.026 0.937
C 1.206 2.822 1.937
H -2.510 3.974 2.670
H -2.333 4.624 4.317
H -1.470 3.163 3.826
H -0.977 6.027 2.856
H -0.309 4.653 2.013
H -0.685 6.303 5.070
H 1.054 6.423 5.374
H -0.689 4.047 6.207
H -0.123 5.335 7.291
H 1.037 4.236 6.524
H 4.032 4.572 2.450
H 4.713 3.113 0.519
H 3.039 1.487 -0.376
H 0.197 2.674 2.289
*
```


(2)
Computed, not measured: a structure of composition C34H38Cl2N3OPdS2Te, with the ωB97M-V functional and the def2-TZVPD basis.

Computed properties:
E = -99879.4268 eV
Energy above the lowest of the compared OMol25 structures with the same formula, charge and spin = 25.9 kcal per mole
Orbital gap (spin up / spin down) = 7.9 / 5.7 eV
<S²> = 3.7829

```
! RIJCOSX wB97M-V def2-TZVPD def2/J DEFGRID3
* xyz 0 4
Pd 0.224 -0.782 0.058
Cl 2.751 -2.430 -0.586
C 3.189 -2.593 1.093
C 4.532 -2.820 1.337
C 4.970 -3.001 2.638
C 4.055 -2.977 3.675
C 2.716 -2.750 3.404
Cl 1.632 -2.781 4.763
C 2.225 -2.521 2.109
S 0.514 -2.170 1.889
H 5.220 -2.849 0.504
H 6.019 -3.171 2.841
H 4.362 -3.130 4.700
C -1.538 4.238 6.934
C -1.070 3.676 5.621
C -0.404 2.460 5.558
C 0.026 1.920 4.349
C 0.754 0.607 4.345
C -0.239 2.631 3.179
Te 0.305 1.776 1.233
N 1.251 0.898 -0.690
C 1.327 1.738 -1.730
O 1.157 2.961 -1.698
C 1.744 1.095 -3.044
C 2.108 1.944 -4.085
C 2.507 1.425 -5.307
C 2.544 0.050 -5.503
C 2.178 -0.799 -4.468
C 1.779 -0.277 -3.247
C -1.654 2.006 0.472
C -1.838 2.757 -0.683
C -3.108 2.912 -1.216
C -4.193 2.320 -0.588
C -4.003 1.572 0.561
C -2.738 1.391 1.119
C -2.615 0.563 2.367
C -0.854 3.886 3.205
C -1.087 4.743 1.990
C -1.271 4.377 4.441
H -1.378 3.531 7.747
H -2.602 4.480 6.902
H -1.004 5.157 7.183
H -0.214 1.908 6.472
H 0.857 0.221 5.359
H 1.760 0.707 3.928
H 0.245 -0.149 3.746
H 2.069 3.011 -3.914
H 2.792 2.093 -6.109
H 2.865 -0.357 -6.454
H 2.213 -1.874 -4.606
H 1.501 -0.937 -2.440
H -0.985 3.218 -1.160
H -3.245 3.498 -2.116
H -5.189 2.434 -0.996
H -4.856 1.102 1.039
H -3.471 -0.105 2.463
H -2.575 1.196 3.256
H -1.712 -0.048 2.365
H -0.361 4.560 1.198
H -1.021 5.796 2.265
H -2.079 4.567 1.568
H -1.757 5.348 4.476
C 1.026 -4.939 -2.886
C -0.352 -4.428 -2.510
N -0.319 -3.010 -2.142
C -1.183 -2.062 -2.550
S -1.657 -0.783 -1.522
N -1.699 -2.104 -3.785
C -1.084 -2.649 -4.997
C -2.092 -3.409 -5.836
H 1.000 -6.013 -3.074
H 1.738 -4.753 -2.081
H 1.403 -4.441 -3.781
H -0.745 -4.982 -1.654
H -1.070 -4.571 -3.315
H 0.013 -2.841 -1.200
H -2.365 -1.363 -3.947
H -0.250 -3.286 -4.714
H -0.648 -1.815 -5.553
H -2.482 -4.273 -5.296
H -1.627 -3.757 -6.759
H -2.937 -2.775 -6.109
*
```


(3)
Computed, not measured: a structure of composition C34H38LuN3O2S at a distorted geometry, with the ωB97M-V functional and the def2-TZVPD basis.

Computed properties:
E = -88877.3881 eV
Energy above the lowest of the compared OMol25 structures with the same formula, charge and spin = 149.6 kcal per mole
Orbital gap = 5.9 eV

```
! RIJCOSX wB97M-V def2-TZVPD def2/J DEFGRID3
* xyz 2 1
Lu -2.185 -1.451 -0.471
C -3.296 -0.952 -3.492
C -4.568 -0.302 -2.915
C -4.808 1.154 -3.477
C -4.497 -0.386 -1.384
C -4.944 -1.546 -0.688
C -4.862 -1.674 0.677
C -4.190 -0.717 1.470
C -4.116 -0.752 2.986
C -3.636 0.403 0.786
C -3.880 0.590 -0.592
H -3.449 -1.144 -4.570
H -3.200 -1.992 -3.117
H -2.458 -0.338 -3.167
H -5.433 -0.924 -3.177
H -3.922 1.761 -3.250
H -5.728 1.633 -3.071
H -4.915 0.959 -4.521
H -5.457 -2.370 -1.205
H -5.209 -2.610 1.116
H -4.927 -0.193 3.467
H -3.168 -0.258 3.313
H -4.093 -1.743 3.355
H -3.103 1.133 1.394
H -3.509 1.520 -1.045
C 1.019 4.136 2.399
C 0.151 4.013 1.171
C -1.286 3.775 1.591
C 0.258 5.416 0.471
C 0.701 2.959 0.180
C 1.918 3.073 -0.463
C 2.343 2.020 -1.313
C 1.529 0.896 -1.515
S 2.103 -0.236 -2.789
C 0.243 -1.526 -0.516
N -0.520 -0.388 -0.863
C 0.305 0.759 -0.894
C -0.065 1.835 -0.097
C 1.518 -3.082 -0.193
C 2.982 -3.225 -0.078
C 3.319 -3.753 1.299
C 2.348 -4.290 2.064
C 0.908 -4.061 1.880
C 0.469 -3.440 0.738
H 0.698 4.999 2.954
H 2.069 4.267 2.164
H 0.955 3.285 3.053
H -1.537 4.521 2.317
H -1.303 2.853 2.125
H -1.977 3.754 0.719
H 0.090 6.267 1.126
H -0.461 5.518 -0.346
H 1.261 5.493 0.095
H 2.538 3.925 -0.284
H 3.241 2.069 -1.948
H -1.048 1.645 0.401
H 3.447 -3.855 -0.816
H 4.417 -3.930 1.389
H 2.679 -4.864 2.907
H 0.241 -4.365 2.671
O 6.461 -1.155 2.698
C 6.057 -0.356 1.609
N 4.732 -0.864 1.193
C 4.338 -0.835 -0.109
O 4.987 -0.189 -0.950
C 3.115 -1.668 -0.469
C 3.078 -1.634 -1.946
C 1.821 -2.088 -2.534
C 0.813 -2.551 -1.514
N -0.597 -2.552 0.369
C 1.670 -1.553 0.202
H 6.790 -0.640 3.416
H 6.705 -0.547 0.759
H 6.005 0.711 1.881
H 4.280 -1.435 1.930
H 4.089 -1.691 -2.434
H 1.767 -2.603 -3.465
H 0.143 -3.282 -1.922
H 1.743 -1.336 1.266
*
```